Computed, not measured: C37H60F3NO25V2 as an isolated structure in a non-equilibrium geometry, with ωB97M-V with the def2-TZVPD basis set.

Computed properties:
Net charge: 0
F_max, Eh/bohr: 0.06986
Molar mass, g/mol: 1077.8
Multiplicity: 1
HOMO, eV: -8.27
Energy relative to the best compared isomer or geometry (same formula, charge and spin), kJ/mol: 0.0
HOMO-LUMO gap, eV: 5.3

Structure (XYZ):
```
128
Properties=species:S:1:pos:R:3:forces:R:3
N -1.4849 -0.5296 3.9171 1.5 1.7 -1.2
C -1.8123 5.1353 0.0980 -0.8 -0.2 0.5
H 0.8572 -3.2445 -4.5793 -1.0 -0.2 -0.7
C -1.4658 0.1832 5.2125 1.4 -0.1 0.6
O 0.3165 -0.9595 -0.5158 -0.1 0.4 -0.2
C -3.5312 6.3782 -1.3633 -0.3 -0.7 0.1
H 1.9636 -0.9949 -1.7070 -0.1 0.0 -0.5
H -2.1081 0.9536 -5.0142 0.0 -0.1 0.2
C -2.6502 -5.5511 -0.3195 0.5 -0.3 -0.8
H -2.6377 -1.1700 6.5798 0.5 0.0 0.1
H -0.8186 4.6957 0.0424 0.0 0.0 0.1
C -2.5076 5.2558 -1.2478 -0.7 0.4 -0.5
C -0.1067 -0.1849 5.8371 0.4 -0.6 0.2
O -4.2659 0.3497 -1.3653 0.7 -1.4 0.3
O 5.2941 4.4210 1.7772 0.0 0.0 0.1
O -3.1525 3.4379 -6.0164 -0.3 0.5 0.3
C 6.8020 -1.4849 2.5638 -0.6 -0.1 0.5
H -2.7029 0.5893 6.9341 0.4 -0.3 0.3
O -1.4634 -0.7408 -6.9058 0.0 0.1 0.4
C 0.0401 -1.6852 6.0239 0.2 0.1 0.3
V -0.6325 0.8989 2.1364 -2.6 -1.6 1.9
H -1.7278 -5.6372 -2.2686 0.7 -0.1 0.1
H -0.9063 -0.0306 -1.8374 0.0 0.2 0.0
H -1.8464 6.0153 0.7335 0.3 0.3 -0.4
O -0.1877 -1.4761 -5.1985 -0.4 -0.4 0.7
O 0.8894 0.5367 2.4895 0.0 0.3 -0.7
H -1.1252 2.1748 5.9929 0.0 -0.5 0.2
H -2.3277 -3.8190 3.7650 0.0 0.0 0.0
O -3.0632 -7.1037 -2.0347 0.2 0.0 0.3
C 0.4469 1.4263 -1.1539 0.1 -0.1 1.2
H -4.0558 6.2645 -2.3123 0.3 0.4 -0.2
H -1.5490 -2.5725 1.7074 0.0 0.2 0.1
H 4.1021 2.6916 -0.3266 -0.3 0.0 -0.2
H 2.7782 5.1644 2.3657 0.1 0.0 -0.1
H 3.6759 -1.8593 -6.1959 -0.1 0.0 0.2
O -2.4027 -0.0109 2.9871 0.9 0.2 -1.4
O 7.5962 -1.3369 3.4313 0.2 0.1 -0.3
C -4.1536 -7.0080 -1.2404 -0.3 -0.5 -0.1
O 0.4969 -1.7541 -7.2927 -0.2 -0.2 0.5
H 3.1187 3.9463 3.5721 0.3 -0.1 -0.1
C 4.7440 -1.9115 1.5933 0.8 1.3 -0.5
C 5.8621 -1.8068 0.5256 -0.6 0.0 -0.5
H -2.8673 -4.5415 -0.6769 0.0 0.1 0.2
H 1.0000 -2.2505 4.1698 -0.1 0.5 -0.2
H -3.2774 1.2568 -3.6304 0.3 -0.4 0.0
C -2.3997 -2.8083 4.1681 0.5 0.3 0.0
H -0.7516 -2.1495 6.6182 -0.1 0.4 0.2
H 0.5096 -1.7051 -2.4855 -0.2 0.1 0.1
H -2.5927 -4.9391 1.6462 0.2 -0.1 0.3
C 0.0371 -2.3646 4.6724 -0.1 -0.4 0.3
O -3.6552 2.3104 0.0937 -0.2 -0.4 0.3
H 1.6294 -1.8201 -4.3300 0.2 0.6 -0.6
H -3.8076 1.2655 -5.2937 0.0 0.1 0.0
O 5.4742 -1.6439 2.7980 -0.1 -0.7 0.2
H 2.9841 -1.3471 -7.7459 0.1 -0.2 0.0
O -0.8347 2.4621 2.1693 0.4 -0.1 -0.3
H 2.5792 -0.4285 -6.3525 0.1 -0.1 0.4
C -1.9861 -6.3338 -1.4730 -0.8 0.5 -0.3
C -2.3940 4.4793 -6.4377 -0.5 -0.6 0.1
H -2.2713 2.2063 4.7358 0.1 -0.3 -0.5
C 1.5557 -2.3124 -6.4932 0.4 0.2 -0.2
H 0.1216 0.3508 6.7619 -0.7 0.0 0.2
C -2.9674 1.5084 -4.6466 -0.3 0.5 0.7
C 5.6378 4.9695 0.5941 0.2 0.7 0.0
H 3.9498 0.1975 1.7099 0.7 0.0 -0.5
O -3.9033 -6.2276 -0.1792 0.0 0.3 0.5
C 1.5474 -2.9207 -0.9695 -0.1 -0.2 0.0
H 5.6238 -0.9989 -0.1701 0.2 0.1 0.1
C 0.9727 -2.2760 -5.0810 1.2 -0.1 1.0
O -2.5935 5.0957 -7.4308 0.2 0.2 0.2
C -0.4164 0.1816 -0.8684 -0.7 -1.2 -1.1
C 4.1158 3.6441 1.6415 -0.7 -1.4 -0.2
C 2.9690 4.0939 2.5036 -0.4 1.0 0.2
H -2.4170 -2.8709 5.2553 -0.3 -0.1 0.0
O -2.7063 4.2190 0.7756 0.4 -0.5 -0.1
H -0.0542 -3.4440 4.8441 0.0 0.0 -0.2
C -0.7064 -2.2711 2.3442 -1.3 -0.2 -0.8
C -1.3549 1.6919 5.0349 -0.6 0.9 0.5
H 2.0376 3.5917 2.2392 0.1 -0.3 -0.1
V -3.4149 -0.1875 -0.1624 1.0 0.3 0.4
C -2.5972 -0.1712 6.1565 -1.7 0.7 -0.3
H -0.0102 -3.1087 2.2853 0.1 0.1 0.3
O -3.2274 3.9879 -1.3504 0.5 -0.4 0.2
H -3.3005 -2.3148 3.8067 -0.1 -0.1 0.0
C -0.4858 -1.2710 -6.4891 0.1 -0.1 -1.3
O -5.1869 -7.5624 -1.4410 0.2 0.1 0.0
H -1.1717 -6.9825 -1.1609 0.0 -0.1 -0.1
C 3.8328 3.6438 0.1235 0.8 1.1 0.1
H 6.0180 -2.7013 -0.0783 0.0 -0.2 0.2
O -1.3742 0.3931 0.1045 -0.5 0.1 0.4
H -0.6521 2.7202 -5.2954 0.0 0.1 -0.2
H 0.7764 -3.6920 -0.9523 0.0 0.0 -0.1
F 1.2094 1.7432 -0.0984 0.1 0.1 0.0
C -3.2276 3.4028 -0.1454 0.3 0.6 0.3
H 3.0655 -0.9204 0.5810 0.5 0.2 -0.4
C 3.6963 -0.8323 1.4691 -2.0 -0.7 0.9
C 1.0675 -1.6037 -1.5554 0.9 0.2 1.1
O 4.7572 4.6432 -0.3686 -0.1 -0.5 -0.1
H -4.3328 6.2608 -0.6297 0.3 0.1 0.3
H -0.9904 -4.9042 0.9715 0.0 0.0 -0.4
H 2.4238 -3.2887 -1.5066 -0.1 -0.1 -0.1
H -3.0461 7.3430 -1.2389 -0.1 0.1 -0.2
H 0.9594 -1.8531 6.5920 0.1 -0.3 -0.3
H -0.8338 3.7261 -3.8273 0.1 0.0 -0.1
H 2.9305 -1.0290 2.2366 0.2 0.0 0.1
C -1.9101 -5.4887 0.9907 -0.6 0.4 0.6
F -0.3307 2.4817 -1.4133 -0.3 0.2 -0.2
F 1.2644 1.2496 -2.1858 0.1 -0.2 -0.5
C -1.2671 3.4694 -4.7943 -0.4 0.0 1.2
O -3.5258 -1.7785 -0.1124 0.0 1.9 -0.2
H 2.8520 4.0102 -0.1644 -0.2 -0.4 0.1
H 4.2807 -2.8963 1.6009 0.1 -0.1 0.3
H 1.8633 -2.7636 0.0620 0.0 0.1 0.0
O 7.0425 -1.5118 1.2423 0.5 0.0 -0.1
H -3.2618 3.5642 -3.9158 -0.2 0.0 -0.1
H -0.5105 2.0067 4.4241 -0.1 -0.2 -0.3
C -1.1674 -1.9688 3.7731 0.3 -0.3 0.3
H 1.7598 -3.3169 -6.8601 -0.2 -0.1 0.1
H -1.8508 5.2816 -2.1153 0.3 0.0 0.2
H -3.5648 -0.0688 5.6427 0.2 -0.1 -0.3
O 6.5679 5.6943 0.4326 -0.1 -0.2 0.0
H -1.6978 -6.4541 1.4483 -0.1 -0.1 -0.2
O -1.3760 4.6638 -5.5581 0.4 0.1 -0.4
H 4.3318 2.6041 1.9052 0.3 0.2 0.2
C -2.7207 3.0076 -4.6794 0.5 -0.4 -1.8
C 2.7895 -1.4510 -6.6765 -0.3 0.4 -0.6
H -0.2603 -1.4278 1.8326 0.4 -0.1 0.1
H 0.7205 0.1349 5.1925 -0.3 0.0 -0.4
```
Positions in Å, forces in eV/Å.